(1)
Below is C27H24ClF10N4S2V as an isolated structure, with properties calculated with ωB97M-V/def2-TZVPD.

Last column: Mulliken charge in e.
Positions of all 69 atoms, in Å:
V  0.94983  1.52016  0.75474  0.7930
C  3.10316  1.46650  -1.92146  -1.6470
N  1.90908  0.63748  -1.74118  1.6428
C  2.32380  -0.71967  -1.39609  -0.5759
C  2.53404  -0.78596  0.10969  -1.5081
N  1.27503  -0.53844  0.80167  1.5851
C  0.47685  -1.59488  1.08551  -0.0994
C  0.58088  -2.93340  0.62722  0.1113
F  1.52754  -3.31742  -0.26525  -0.4442
C  -0.28026  -3.94651  1.01028  0.0916
F  -0.09853  -5.18327  0.51232  -0.3568
C  -1.32354  -3.71690  1.87824  0.7785
F  -2.16206  -4.70625  2.24866  -0.3691
C  -1.47827  -2.42803  2.35322  0.1569
F  -2.48056  -2.15063  3.20150  -0.3857
C  -0.61070  -1.43327  1.97372  -0.2431
F  -0.83833  -0.20998  2.48148  -0.4382
C  1.10749  0.72372  -2.96794  -1.2710
C  -0.02272  -0.27867  -3.19191  -1.3473
N  -0.98389  -0.30862  -2.11995  0.1075
C  -2.16884  -0.83973  -2.33035  0.0283
C  -3.09726  -0.92988  -1.23259  -0.1132
F  -2.67095  -0.55547  -0.00934  -0.2330
C  -4.39115  -1.37258  -1.32587  0.1287
F  -5.17957  -1.37171  -0.23295  -0.3538
C  -4.91038  -1.82990  -2.53015  0.6043
F  -6.19975  -2.24145  -2.63829  -0.3697
C  -4.05841  -1.82986  -3.61460  0.1635
F  -4.51586  -2.28063  -4.80326  -0.3480
C  -2.75812  -1.37534  -3.52474  0.2482
F  -2.02960  -1.46631  -4.67666  -0.3800
H  3.74574  1.03541  -2.70778  0.4733
H  2.81815  2.47148  -2.22504  0.4191
H  3.67023  1.54283  -0.99126  0.0891
H  1.54101  -1.41811  -1.67346  0.4527
H  3.24334  -1.00263  -1.93443  0.3047
H  2.99293  -1.73294  0.39710  0.4221
H  3.24201  -0.00345  0.40543  -0.3649
H  0.69094  1.73699  -2.99699  0.3451
H  1.77993  0.63365  -3.84083  0.4646
H  -0.44306  0.01641  -4.16304  0.4916
H  0.41290  -1.27592  -3.36468  0.4648
C  2.08973  0.05945  4.20196  -1.6353
C  2.49879  1.17205  3.26028  0.2733
S  1.22419  2.35781  2.89198  -0.5295
C  3.72822  1.19828  2.69503  0.8675
C  4.69137  0.09061  3.09212  -1.4776
S  4.29108  2.32987  1.49204  -0.4450
H  1.11547  0.27051  4.63962  0.3819
H  2.80943  -0.07685  5.01678  0.4615
H  2.00979  -0.89977  3.67347  0.1208
H  4.90499  0.10777  4.16730  0.3490
H  5.62497  0.20446  2.54721  0.3858
H  4.27103  -0.89723  2.86699  0.2212
C  1.27805  3.29050  -0.30498  -1.4171
H  0.99237  3.31331  -1.36288  0.4189
H  2.32745  3.56529  -0.18952  0.2780
H  0.67108  4.04159  0.21872  0.3818
Cl  -4.44703  2.19929  3.00774  -0.2923
C  -3.45224  2.17391  1.57901  0.0856
C  -4.02700  2.29670  0.33054  -0.1430
C  -3.18880  2.29173  -0.76553  -1.0178
C  -1.82565  2.14489  -0.56549  -0.0245
N  -1.29165  1.98375  0.64290  0.5332
C  -2.08615  2.01656  1.70914  -0.4980
H  -5.10054  2.38370  0.22755  0.4362
H  -3.58092  2.37395  -1.76964  0.3802
H  -1.14062  2.09795  -1.39692  -0.0372
H  -1.61047  1.90313  2.67387  0.4237

Calculated values
**Expectation value of S²**: 2.036
**Orbital gap (spin up / spin down)**: 5.2209 / 5.2060 eV
**2S+1**: 3
**Total charge**: -2
**Highest occupied orbital energy (spin up / spin down)**: -1.024 / -1.009 eV
**Lowest unoccupied orbital energy (spin up / spin down)**: 4.20 / 4.20 eV

***

(2)
Below is C25H36CsN2O4 as an isolated structure at a distorted geometry, with properties calculated with ωB97M-V/def2-TZVPD.

Last column: Mulliken charge in e.
Positions of all 68 atoms, in Å:
C  0.84787  -2.48816  -1.01298  -1.3443
C  0.15216  -1.75440  0.23399  0.3109
C  1.31934  -0.95409  0.96383  -0.8139
C  1.91152  0.19826  0.06857  -0.4042
C  3.33067  0.59017  0.68382  -0.5781
N  4.44177  -0.17666  0.03217  -0.2653
C  5.62891  -0.22823  0.90300  -0.4645
C  6.86816  0.52493  0.27575  0.4187
C  6.77967  1.34299  -0.93476  -0.4036
C  7.97883  2.01804  -1.43513  -0.5228
C  9.26183  1.91618  -0.74514  -0.4764
C  9.35466  1.09373  0.45824  -0.3594
C  8.15884  0.40850  0.95285  0.0643
O  8.29617  -0.36758  2.16890  -0.5789
O  -0.92950  -0.91883  -0.14370  -0.3779
C  -2.20062  -1.54968  0.00250  0.3212
C  -3.39961  -0.51902  0.04107  -0.6335
O  -3.52625  -0.01897  1.37935  -0.3952
C  -4.30236  1.18042  1.46040  0.2048
C  -4.97468  1.16268  2.91147  -0.9512
N  -5.64760  2.42353  3.25804  -0.6234
C  -5.47559  1.28158  0.42982  0.4284
C  -6.73517  0.51335  0.52068  -0.0938
C  -7.82759  0.66740  -0.43925  -0.5920
C  -7.70812  1.62666  -1.54849  -0.4125
C  -6.47312  2.38776  -1.67658  -0.6607
C  -5.38175  2.21891  -0.70328  -0.2396
C  -2.53155  -2.65344  -1.07647  -1.1910
C  -2.00558  -2.11174  -2.56314  0.2929
C  -3.20190  -1.50640  -3.50337  -0.6872
O  -2.08381  -0.66779  -2.76241  -0.3805
H  0.32805  -3.45871  -1.21399  0.3112
H  0.68226  -1.83296  -1.91670  0.2796
H  1.93973  -2.62714  -0.81694  0.3339
H  -0.14516  -2.58241  0.93788  0.2778
H  1.01615  -0.61473  1.99213  0.3124
H  2.13725  -1.71951  1.13450  0.3523
H  2.09879  -0.10187  -0.99398  0.2466
H  1.27132  1.10918  0.16039  0.2953
H  3.56650  1.67487  0.48151  0.2643
H  3.27558  0.37641  1.78920  0.3607
H  4.06789  -1.11919  -0.13156  0.2187
H  5.90254  -1.28642  1.16045  0.1310
H  5.42164  0.30814  1.87300  0.3142
H  5.78957  1.42883  -1.43599  0.3626
H  7.84217  2.64232  -2.35236  0.3446
H  10.18060  2.44661  -1.09951  0.3497
H  10.34755  1.03087  0.96580  0.3680
H  8.86128  -1.16893  1.96428  0.3830
H  -2.21125  -2.07229  1.00948  0.4810
H  -3.23284  0.26092  -0.74292  0.3213
H  -4.32803  -1.13030  -0.16143  0.2619
H  -3.70027  2.12664  1.36441  0.2665
H  -4.15495  0.97253  3.65526  0.3878
H  -5.73633  0.33642  2.97630  0.3068
H  -6.43963  2.60909  2.63920  0.2926
H  -4.98665  3.20150  3.25231  0.2704
H  -6.89444  -0.20141  1.35904  0.2302
H  -8.75152  0.05677  -0.30545  0.3473
H  -8.56610  1.68994  -2.25925  0.3515
H  -6.40626  3.08954  -2.54228  0.3451
H  -4.46939  2.85393  -0.84865  0.3012
H  -3.62182  -2.78173  -1.27465  0.4813
H  -2.02759  -3.63711  -0.91198  0.3217
H  -1.17499  -2.70629  -3.09078  0.3172
H  -2.76143  -1.28724  -4.50403  0.3785
H  -3.97132  -0.86290  -3.00685  0.2001
Cs  8.92546  -2.66350  2.69442  1.0408

Calculated values
**Orbital gap**: 6.3506 eV
**Total charge**: +1
**Highest occupied orbital energy**: -10.128 eV
**Lowest unoccupied orbital energy**: -3.78 eV

***

(3)
Below is CH9LiO4 as an isolated structure at a distorted geometry, with properties calculated with ωB97M-V/def2-TZVPD.

Last column: Mulliken charge in e.
Positions of all 15 atoms, in Å:
Li  -0.02667  0.01427  0.36013  0.7598
C  -1.11267  0.27127  -1.85587  -0.4009
O  -1.29367  -0.80673  -1.00287  -0.8423
H  -0.75067  -0.47073  -2.81787  0.1182
H  -0.44367  1.02727  -1.37687  0.0510
H  -1.82067  0.82327  -2.48387  0.2358
O  1.93833  -0.35173  -0.25887  -0.5332
H  2.76433  -0.32973  0.11513  0.2493
H  1.93033  -1.06773  -0.86587  0.3047
O  -0.15267  -1.46073  1.79013  -0.6306
H  -0.07867  -2.45073  1.91213  0.2798
H  -1.12267  -1.04573  2.11013  0.3875
O  -0.28867  1.87927  1.25213  -0.6785
H  0.42633  2.35927  0.92213  0.3373
H  0.03133  1.60927  2.20013  0.3621

Calculated values
**Orbital gap**: 5.6242 eV
**Total charge**: 0
**Highest occupied orbital energy**: -6.065 eV
**Lowest unoccupied orbital energy**: -0.44 eV

***

(4)
Below is one molecule with the formula C3H5NOS at a distorted geometry, with properties calculated with ωB97M-V/def2-TZVPD.

Last column: Mulliken charge in e.
Positions of all 11 atoms, in Å:
C  -1.28054  -0.37223  0.97646  -0.3344
C  -0.53068  -1.38988  0.51070  -0.1169
C  0.88635  1.00142  -1.11060  -0.8413
N  -0.16308  0.77621  1.37674  -0.4172
O  0.79592  -1.16983  0.23294  -0.3619
S  1.16295  0.40196  0.64568  0.3483
H  -2.30892  -0.11907  1.12085  0.3322
H  -0.79389  -2.34160  0.28307  0.4588
H  1.31143  0.42368  -1.82140  0.3684
H  1.15858  2.04423  -1.04191  0.2974
H  -0.23811  0.74511  -1.17252  0.2667

Calculated values
**Orbital gap**: 8.7730 eV
**Total charge**: 0
**Highest occupied orbital energy**: -7.919 eV
**Lowest unoccupied orbital energy**: 0.85 eV

***

(5)
Below is an isolated ion of composition C7H11N2 and charge +1 at a distorted geometry, with properties calculated with ωB97M-V/def2-TZVPD.

Last column: Mulliken charge in e.
Positions of all 20 atoms, in Å:
C  -3.07195  0.69643  0.12106  -0.7175
N  -1.94100  -0.03918  -0.32692  -0.0105
C  -0.83941  -0.20043  0.38034  -0.2190
C  0.18045  -1.17259  -0.16701  -0.5781
N  1.52806  -0.49944  0.04104  0.0000
C  2.82995  -1.13042  0.04614  -0.9400
C  1.41534  0.76758  -0.06109  0.7933
C  2.13265  1.99044  -0.14711  -1.4222
C  0.74883  1.98369  -0.07255  0.2202
H  -3.03039  1.89230  -0.05125  0.2962
H  -4.08234  0.28892  -0.35333  0.3126
H  -3.06587  0.67530  1.20821  0.3119
H  -1.92862  -0.40966  -1.23798  0.2736
H  -0.72138  0.21055  1.34835  0.5693
H  0.23810  -2.05514  0.44149  0.3430
H  0.22008  -1.38847  -1.29538  0.3388
H  3.06980  -1.98717  -0.72077  0.2999
H  3.51703  -0.43191  -0.16487  0.3935
H  2.93221  -1.68207  0.97912  0.3164
H  -0.13153  2.49125  0.03252  0.4187

Calculated values
**SMILES**: C/[NH+]=C/CN(C)C1=C=C1
**Orbital gap**: 6.8159 eV
**Total charge**: +1
**Highest occupied orbital energy**: -12.075 eV
**Lowest unoccupied orbital energy**: -5.26 eV

***

(6)
Below is a 2-piece molecular cluster, C9H14 overall at a distorted geometry, with properties calculated with ωB97M-V/def2-TZVPD.

Last column: Mulliken charge in e.
Positions of all 23 atoms, in Å:
C  1.21717  -0.98406  1.81046  -1.5152
C  0.78901  2.39378  0.10767  -0.2597
C  -0.58022  2.66546  0.19010  -0.7649
C  1.36855  1.26394  0.65799  -0.4456
C  0.55314  0.25485  1.31781  0.2487
C  -1.38431  1.71747  0.94012  -0.5018
C  -0.79999  0.59806  1.48092  -0.0675
H  1.47278  3.08511  -0.39311  0.3093
H  -1.00375  3.54769  -0.27222  0.3566
H  2.44466  1.13996  0.57493  0.1474
H  -2.43361  1.95649  0.97994  0.3676
H  1.39801  -0.94177  2.87089  0.4383
H  2.21594  -1.10165  1.36817  0.3149
H  -1.47769  -0.06277  2.03775  0.1511
H  0.72991  -1.93379  1.58167  0.2492
C  -0.05358  -1.09593  -1.88993  -0.3188
C  -1.02442  -2.27485  -2.03204  -1.0043
H  -0.02726  -0.79593  -0.84285  -0.1511
H  0.96676  -1.46131  -2.00508  0.2630
H  -0.40651  -0.26113  -2.48970  0.2976
H  -2.00171  -2.05321  -1.57443  0.2905
H  -0.72029  -3.09081  -1.36861  0.2828
H  -1.24261  -2.56558  -3.05045  0.3119

Calculated values
**Expectation value of S²**: 0.762
**Orbital gap (spin up / spin down)**: 2.9111 / 6.9833 eV
**2S+1**: 2
**Total charge**: -1
**Highest occupied orbital energy (spin up / spin down)**: 0.934 / -3.188 eV
**Lowest unoccupied orbital energy (spin up / spin down)**: 3.84 / 3.80 eV

***

(7)
Below is a 3-piece molecular cluster, C29H67N2O4P overall at a distorted geometry, with properties calculated with ωB97M-V/def2-TZVPD.

Last column: Mulliken charge in e.
Positions of all 103 atoms, in Å:
C  1.62085  2.69994  -0.44612  -0.4514
O  0.30929  3.35532  -0.57695  -0.4106
C  -0.68084  2.42428  -1.20774  -0.4334
C  -1.35203  1.45076  -0.06508  -0.3360
C  -1.89614  0.00893  -0.64704  -0.3506
C  -3.52475  -0.04694  -0.82125  -1.0382
P  -4.19064  -1.49863  -1.86072  0.7541
C  -5.13997  -0.22339  -2.98570  -0.5185
C  -4.10337  0.56659  -4.03463  0.0076
C  -3.75715  -0.30090  -5.38177  -0.3979
C  -3.65466  0.69920  -6.71837  -0.5589
O  -2.45403  1.59159  -6.60261  -0.5290
C  -5.87498  -2.33189  -1.52187  -1.0455
C  -6.74479  -1.51005  -0.35297  -0.0726
C  -8.11577  -0.80852  -0.95553  -0.6329
C  -8.19167  0.77908  -0.52004  -0.4562
O  -9.05144  1.48030  -1.52168  -0.3568
C  -8.34047  2.66653  -2.04233  -0.4123
C  -3.17968  -2.82427  -0.94939  -0.9626
C  -3.53331  -2.73237  0.79844  0.4260
C  -3.36152  -4.23863  1.62929  -1.0140
O  -4.79555  -3.50495  1.27224  -0.3126
H  2.00139  2.93344  0.65495  0.1813
H  1.52231  1.52739  -0.59900  0.2304
H  2.45668  3.16208  -1.15917  0.1486
H  -1.50938  3.13124  -1.68863  0.2158
H  -0.17663  1.82342  -2.10397  0.2779
H  -2.27584  2.00060  0.45207  0.2273
H  -0.49998  1.23587  0.73121  0.2211
H  -1.57130  -0.80793  0.16072  0.1525
H  -1.33702  -0.32579  -1.64575  0.2945
H  -4.03669  -0.04517  0.25727  0.5650
H  -3.84186  1.00255  -1.29429  0.4700
H  -3.47719  -1.88497  -3.08630  -0.2099
H  -5.91696  -0.77089  -3.70823  0.3675
H  -5.78596  0.52313  -2.34236  -0.3957
H  -4.66207  1.57776  -4.33097  0.3425
H  -3.12093  0.90898  -3.44936  -0.1423
H  -4.44656  -1.22903  -5.56873  0.3334
H  -2.64903  -0.72195  -5.24242  0.2496
H  -4.57607  1.44734  -6.78439  0.2841
H  -3.58732  0.00898  -7.68992  0.2641
H  -2.79259  2.42436  -6.11987  0.3318
H  -6.59261  -2.41026  -2.44329  0.5865
H  -5.65131  -3.45721  -1.19145  0.3399
H  -7.07182  -2.24131  0.52718  0.3574
H  -6.12927  -0.64727  0.14863  0.0599
H  -9.07575  -1.36028  -0.52132  0.3131
H  -8.16485  -0.93566  -2.11852  0.2754
H  -7.13590  1.30196  -0.42391  0.2611
H  -8.72075  0.84274  0.52349  0.3119
H  -8.44079  3.61921  -1.33963  0.2343
H  -8.85121  2.91574  -3.09012  0.2326
H  -7.19378  2.45624  -2.27677  0.0874
H  -3.48179  -3.94435  -1.19208  0.4575
H  -2.01742  -2.74634  -1.04584  0.3867
H  -3.17274  -1.68942  1.39962  0.2408
H  -4.00004  -4.65501  2.49406  0.4011
H  -2.67152  -3.62935  2.39343  0.1411
C  8.75641  2.46905  1.23124  -1.4313
C  7.82941  1.49120  0.51429  -0.3410
N  6.40571  1.74192  0.75292  0.3532
C  5.54095  0.64539  0.30523  -0.3458
C  5.49851  0.34614  -1.18967  -1.3346
C  5.92078  3.08772  0.43404  -0.5821
C  6.10786  3.58748  -0.99471  -1.0725
H  8.55341  2.49253  2.30700  0.3062
H  9.79854  2.16180  1.09382  0.4402
H  8.66300  3.48507  0.83550  0.2889
H  8.08006  0.48770  0.88477  0.4020
H  8.06752  1.49740  -0.55345  0.2690
H  4.51701  0.82197  0.65785  0.2358
H  5.85885  -0.26886  0.82294  0.2552
H  4.91958  1.09234  -1.73415  0.2554
H  5.00673  -0.61991  -1.35623  0.4511
H  6.49582  0.28220  -1.63211  0.2956
H  6.41241  3.79814  1.10880  0.4310
H  4.85761  3.16441  0.69732  0.2322
H  7.10591  3.37659  -1.38722  0.2929
H  5.96920  4.67303  -1.02293  0.3976
H  5.36825  3.15786  -1.67361  0.2266
C  4.55542  -3.73021  6.16104  -1.4043
C  4.54522  -2.25625  5.76500  -0.3408
N  5.02417  -2.00586  4.40314  0.1415
C  5.28226  -0.58817  4.13085  -0.5113
C  4.09091  0.36364  4.15951  -0.9426
C  4.33910  -2.73170  3.32991  -0.6153
C  2.83326  -2.53381  3.19063  -0.8729
H  5.54824  -4.17130  6.02408  0.3239
H  4.28631  -3.83291  7.21761  0.4326
H  3.83112  -4.31313  5.58378  0.2905
H  5.20178  -1.73332  6.47392  0.4298
H  3.53878  -1.85621  5.91946  0.2704
H  5.78800  -0.48965  3.16209  0.1575
H  6.01645  -0.23114  4.86464  0.3808
H  3.46631  0.25493  3.27267  0.0389
H  4.44987  1.39992  4.16921  0.4066
H  3.46850  0.22837  5.04765  0.3596
H  4.52921  -3.80286  3.46478  0.3662
H  4.81529  -2.49694  2.36884  0.2637
H  2.31246  -2.57633  4.15062  0.2437
H  2.41779  -3.32562  2.55906  0.3929
H  2.59311  -1.58546  2.70538  0.1690

Calculated values
**SMILES**: COCCCC[PH](CCCCO)(CCCCOC)C[C@@H]1CO1.CCN(CC)CC.CCN(CC)CC
**Orbital gap**: 7.8929 eV
**Total charge**: 0
**Highest occupied orbital energy**: -8.025 eV
**Lowest unoccupied orbital energy**: -0.13 eV